DFT (ωB97M-V/def2-TZVPD) results for C22H49CeNO3P2 as an isolated structure at a distorted geometry.

```
78
Properties=species:S:1:pos:R:3:lowdin_charge:R:1
Ce -0.3213 0.2543 0.4928 1.01
C 0.6872 -1.4332 -0.8423 -0.15
O 1.1736 -2.2668 -1.4975 0.24
C -0.7490 2.7970 0.8533 0.03
O -1.1779 3.7809 1.2833 0.24
P -2.3138 -0.1280 -1.5970 1.05
C -3.8246 -0.8594 -0.7997 -0.51
H -4.5837 -0.8308 -1.5957 0.12
C -2.9577 1.5302 -2.2202 -0.50
H -2.8283 2.1573 -1.3172 0.09
C -2.0784 -1.2533 -3.0519 -0.51
H -1.8915 -2.2249 -2.5628 0.11
C 3.8299 -0.6531 0.2700 -0.52
P 2.4461 0.0440 1.2896 1.05
H 3.6254 -0.4967 3.2663 0.13
H 3.5597 -1.7180 0.1750 0.10
C 3.0854 1.7737 1.6721 -0.47
H 4.1735 1.6293 1.7300 0.12
C -2.0585 2.1077 -3.3151 -0.09
H -2.2469 1.6257 -4.2872 0.10
H -0.9880 2.0344 -3.0786 0.08
H -2.2981 3.1733 -3.4273 0.11
C -4.4361 1.5816 -2.6129 -0.05
H -4.6185 2.5015 -3.1810 0.12
H -5.1027 1.6148 -1.7452 0.08
H -4.7412 0.7439 -3.2481 0.08
C -3.3049 -1.4184 -3.9512 -0.05
H -4.1885 -1.7861 -3.4180 0.09
H -3.0672 -2.1662 -4.7201 0.12
H -3.5699 -0.4955 -4.4826 0.09
C -0.8235 -0.9059 -3.8720 -0.09
H -0.4949 -1.8214 -4.3886 0.11
H 0.0214 -0.5578 -3.2633 0.05
H -1.0443 -0.1498 -4.6396 0.09
C -3.5974 -2.3234 -0.3998 -0.07
H -3.7359 -2.9904 -1.2602 0.10
H -4.3300 -2.6220 0.3593 0.11
H -2.5962 -2.5248 0.0082 0.05
C -4.3303 -0.0027 0.3668 -0.07
H -3.6006 0.0657 1.1886 0.05
H -5.2474 -0.4660 0.7621 0.12
H -4.6016 1.0136 0.0665 0.08
C 5.2108 -0.5687 0.9345 -0.06
H 5.2172 -0.8422 1.9934 0.08
H 5.6533 0.4312 0.8348 0.10
H 5.8861 -1.2639 0.4194 0.12
C 3.8687 -0.0582 -1.1432 -0.08
H 4.2080 0.9854 -1.1376 0.08
C 1.5866 -0.6051 3.9397 -0.10
H 2.9025 -0.1166 -1.6585 0.06
H 4.5913 -0.6367 -1.7385 0.12
C 2.7922 -2.3985 2.6390 -0.08
H 0.7630 -1.3313 3.8797 0.08
H 2.0299 -0.7058 4.9423 0.12
H 1.1572 0.4017 3.8981 0.05
C 2.6687 -0.8894 2.8875 -0.50
H 2.6318 -2.9404 3.5790 0.11
H 3.7896 -2.6715 2.2783 0.09
H 2.0555 -2.7648 1.9090 0.06
C 2.6087 2.3503 3.0047 -0.07
H 1.5261 2.5340 3.0181 0.08
H 3.0999 3.3207 3.1569 0.12
H 2.8772 1.7282 3.8632 0.09
C 2.7573 2.7391 0.5290 -0.07
H 3.1135 2.3982 -0.4480 0.07
H 3.2570 3.6956 0.7447 0.12
H 1.6731 2.9361 0.4593 0.04
H -0.1204 -2.4374 1.4786 0.11
H -0.8848 -2.4449 1.3827 0.11
C -2.2061 0.7550 4.6009 0.07
C -1.9647 -0.2332 3.5181 -0.45
N -2.3606 -1.4988 3.6869 0.29
O -1.4064 0.0917 2.4214 -0.26
H -1.7179 0.4214 5.5302 0.13
H -3.2897 0.8364 4.7761 0.14
H -1.8019 1.7251 4.2861 0.11
H -2.1552 -2.1885 2.9641 0.12
H -2.8044 -1.7843 4.5391 0.16
```

**Charge**: +4
**Calculated total energy**: -62704.27935 eV
**2S+1**: 1